[1]
The following is a DFT calculation (ωB97M-V/def2-TZVPD) of a molecular structure, C25H44OP2Ru in a non-equilibrium geometry.

Last column: Mulliken charge in e.
Element x y z (Å)
Ru1 -0.502669 1.488153 -1.345588  0.2892
C1 -0.819196 -1.841636 2.412135  0.7608
C2 0.461579 -2.356138 2.074708  0.6397
C3 0.746598 -0.607070 3.541459  0.7769
C4 -0.644455 -0.722139 3.268142  0.4259
C5 1.422209 -1.622707 2.809068  0.6329
C6 -2.118236 -2.357675 1.978249  -0.8447
H1 -2.036025 -3.384695 1.603792  0.5245
H2 -2.523366 -1.716886 1.181402  -0.5534
H3 -2.849789 -2.312014 2.795743  0.3479
C7 -1.733469 0.129180 3.781446  -1.4885
H4 -2.205156 0.720387 2.979425  0.1247
H5 -1.366990 0.817679 4.551820  0.3697
H6 -2.521527 -0.495993 4.226413  0.4249
C8 1.389958 0.356844 4.456070  -1.3809
H7 1.984839 -0.172628 5.215066  0.3874
H8 0.635309 0.953383 4.978098  0.3858
H9 2.066637 1.043614 3.924616  0.2019
C9 2.867463 -1.910950 2.889029  -1.3961
H10 3.110129 -2.447608 3.821916  0.3735
H11 3.465960 -0.990012 2.868966  0.3162
H12 3.185619 -2.550244 2.055259  0.3329
C10 0.746186 -3.503135 1.173048  -1.7373
H13 0.873841 -4.434681 1.744513  0.3400
H14 1.664421 -3.349674 0.590102  0.4306
H15 -0.074917 -3.661614 0.466254  0.3165
C11 -1.708516 2.268290 -2.689222  -0.3482
C12 -1.949663 0.862625 -2.551413  0.7776
C13 -1.513149 0.002807 -3.771036  -0.5141
C14 -0.117477 -0.629070 -3.454087  -1.3161
C15 0.531671 0.049881 -2.276735  0.1126
C16 1.047735 1.390910 -2.459121  -0.2933
C17 0.731011 2.254605 -3.610191  -0.9952
C18 -0.725520 2.891495 -3.676921  -1.0433
H16 -1.521550 0.500558 -4.771501  0.2929
H17 0.515381 -0.661632 -4.353615  0.3828
H18 -2.254984 -0.803499 -3.831167  0.1688
H19 -1.123345 2.798938 -4.691649  0.3744
H20 -2.457829 3.005659 -2.338338  0.5466
H21 -2.712365 0.367798 -1.880204  -0.5767
H22 -0.581252 3.983184 -3.565191  0.3952
H23 1.458572 3.078075 -3.629342  0.3624
H24 1.863659 1.664884 -1.805388  0.3889
H25 0.912602 1.664721 -4.505718  0.2772
H26 -0.295174 -1.675686 -3.181175  0.3492
H27 1.085890 -0.641957 -1.641024  0.5195
P1 -3.620568 -1.754047 -0.733166  0.4839
C19 -5.219633 -0.929231 -0.969089  -0.9625
C20 -3.225758 -2.983431 -2.010744  -0.8943
P2 3.945333 1.195058 0.859834  0.2744
C21 2.280597 0.901495 0.498505  -0.1325
C22 5.082570 0.197505 -0.206597  -1.1602
C23 4.343119 2.894970 0.273963  -1.2036
H28 -5.063254 0.118215 -0.614100  0.2683
H29 -5.951980 -1.466606 -0.341952  0.3912
H30 -5.406193 -0.911071 -2.056416  0.3153
H31 -3.221147 -2.421508 -2.965484  0.3064
H32 -3.943408 -3.809990 -1.908448  0.4015
H33 -2.197355 -3.378291 -1.855031  0.2075
H34 4.500114 2.965017 -0.812022  0.3342
H35 5.274241 3.162917 0.797452  0.3852
H36 3.550061 3.592870 0.567200  0.3538
H37 1.543403 1.615671 0.882143  -0.3319
H38 1.894644 -0.120053 0.453961  0.1337
H39 5.935045 -0.024838 0.456257  0.3623
H40 5.469801 0.756228 -1.070402  0.3389
H41 4.632612 -0.742296 -0.545501  0.3352
C24 -0.794820 2.499039 1.100800  -0.8286
C25 -1.767430 1.774846 0.290045  0.5652
O1 -2.879512 1.377798 0.577506  -0.5872
H42 -0.123379 1.780143 1.563719  -0.2426
H43 -1.244134 3.069734 1.909058  0.4512
H44 -0.203630 3.195531 0.500382  0.5734

Forces on atoms 1 to 6 (eV/Å):
Ru -3.3272 -1.6906 5.8458
C -0.4615 -0.1656 -0.1601
C 0.0417 -0.2498 -0.0429
C 0.3402 -0.1832 -0.2276
C 0.0377 0.0664 -0.0424
C 0.0447 0.3570 0.4542

Computed properties:
Multiplicity   6
HOMO-LUMO gap (alpha / beta)   0.2629 / 0.1408 Eh
Expectation value of S²   8.773
Energy above the lowest of the compared OMol25 structures with the same formula, charge and spin   84.3 kcal/mol
E_LUMO (alpha / beta)   -2.1058 / -5.4582 eV
Charge   +1

=====

[2]
The following is a DFT calculation (ωB97M-V/def2-TZVPD) of C16H12ClNO5 in the gas phase.

Last column: Mulliken charge in e.
Element x y z (Å)
O1 -4.615197 -0.165197 -0.548493  -0.5789
C1 -3.474080 -0.463137 -0.303364  0.1550
C2 -3.046588 -1.932833 -0.179265  -0.4736
O2 -1.693962 -2.075330 -0.584590  -0.2975
C3 -0.796388 -2.438663 0.345315  0.4139
O3 -1.086981 -2.930437 1.405814  -0.6432
C4 0.584394 -2.084105 -0.061793  0.2331
C5 0.869959 -1.462483 -1.278555  -0.1179
C6 2.160262 -1.038515 -1.527521  -0.5542
C7 3.109096 -1.250883 -0.530272  0.3483
Cl1 4.722919 -0.707806 -0.756942  -0.1661
N1 2.855836 -1.842209 0.619615  -0.5753
C8 1.624759 -2.251453 0.851193  -0.3104
C9 -2.356766 0.501125 -0.188586  0.6363
C10 -2.237676 1.504043 -1.150624  -1.0712
C11 -1.111538 2.298567 -1.190235  -0.7698
C12 -0.090217 2.121194 -0.262300  0.5269
C13 -0.249186 1.180173 0.764223  0.5584
C14 -1.376725 0.375577 0.790767  -0.3987
O4 0.691092 1.005791 1.741445  -0.4523
C15 1.640268 2.049102 1.804626  -0.5526
C16 2.120974 2.411818 0.401606  -0.1587
O5 1.041449 2.872602 -0.384701  -0.4856
H1 -3.681136 -2.546799 -0.823706  0.3447
H2 -3.161150 -2.270123 0.859312  0.3639
H3 0.086579 -1.307326 -2.003895  0.5218
H4 2.430556 -0.549563 -2.449330  0.4154
H5 1.445461 -2.720720 1.808218  0.4877
H6 -3.019154 1.622932 -1.884315  0.4544
H7 -0.985943 3.055982 -1.947058  0.4878
H8 -1.473623 -0.323859 1.605946  0.5838
H9 2.461070 1.680230 2.420390  0.4115
H10 1.190233 2.933609 2.275182  0.2972
H11 2.850347 3.222169 0.428985  0.3874
H12 2.571056 1.526515 -0.067084  -0.0216

Forces on atoms 1 to 6 (eV/Å):
O -0.0169 -0.0484 -0.0115
C 0.2284 -0.3636 -0.0358
C -0.5581 -0.1621 0.2937
O 0.0474 -0.1416 -0.3018
C 0.0793 -0.1910 0.2662
O 0.0527 0.0613 -0.0984

Computed properties:
HOMO-LUMO gap   0.3135 Eh
Structure (SMILES)   O=C(COC(=O)c1ccc(Cl)nc1)c1ccc2c(c1)OCCO2
E_LUMO   -0.2368 eV

=====

[3]
The following is a DFT calculation (ωB97M-V/def2-TZVPD) of a molecular structure, C13H16Cl4IMnN4O4.

Last column: Mulliken charge in e.
Element x y z (Å)
Mn1 -0.017506 0.473778 1.374828  0.4922
N1 2.261423 0.189438 0.884365  -0.3926
C1 2.977549 1.446808 0.827131  0.3070
C2 4.000426 1.527582 -0.323111  -0.8511
C3 3.579292 0.947205 -1.685142  -0.6458
C4 2.193024 1.309941 -2.252581  -1.1160
N2 1.757391 2.689512 -2.034020  -0.0372
C5 2.417313 3.771688 -2.393167  0.6161
N3 2.245728 4.886480 -1.685790  -0.3950
N4 3.244240 3.730972 -3.458246  -0.3722
C6 1.996695 2.630521 0.704531  0.4162
O1 2.506444 3.770561 0.742962  -0.8758
O2 0.800279 2.365684 0.401899  -0.7189
H1 2.633209 -0.514951 1.503699  0.1613
H2 2.054194 -0.251941 -0.000120  0.3173
H3 3.517225 1.607449 1.761268  0.4772
H4 4.897284 0.977124 -0.028721  0.4382
H5 4.298267 2.574779 -0.431518  0.2695
H6 3.617316 -0.143350 -1.643588  0.4497
H7 4.353958 1.238471 -2.400919  0.3483
H8 1.429265 0.701972 -1.770070  0.3110
H9 2.151846 1.058147 -3.314778  0.3617
H10 1.085745 2.791644 -1.260916  0.4357
H11 2.132375 4.713891 -0.654146  0.3051
H12 2.717012 5.722065 -1.983304  0.2082
H13 3.134607 2.992197 -4.130114  0.2008
H14 3.727835 4.560253 -3.748065  0.2041
Cl1 -2.440503 -4.968913 -2.132821  -0.2455
C7 -2.263143 -3.403948 -1.403670  0.1403
C8 -3.310804 -2.500774 -1.422850  0.1953
Cl2 -4.812742 -2.927402 -2.177229  -0.2395
C9 -3.150906 -1.237341 -0.831828  0.0635
Cl3 -4.445707 -0.082257 -0.869110  -0.2353
C10 -1.961782 -0.854952 -0.209349  0.4862
O3 -1.772219 0.313507 0.330604  -0.9457
C11 -0.869363 -1.800230 -0.187318  0.1803
O4 0.241795 -1.421758 0.377751  -0.8168
C12 -1.054467 -3.042250 -0.789220  0.2226
Cl4 0.288710 -4.147964 -0.778257  -0.2431
I1 -1.098699 2.278582 3.844127  -0.2175
C13 0.121719 0.444666 3.571205  -1.0012
H15 -0.476071 -0.290837 4.111632  0.4198
H16 0.993052 0.674349 4.187168  0.3215

Forces on atoms 1 to 6 (eV/Å):
Mn 0.0703 -0.3337 0.1857
N 0.1494 0.1460 0.2312
C -0.0220 -0.1225 -0.0108
C 0.0163 0.1279 -0.0737
C 0.0447 0.1417 -0.0745
C 0.0338 -0.0716 0.1091

Computed properties:
Multiplicity   6
HOMO-LUMO gap (alpha / beta)   0.1745 / 0.1831 Eh
Expectation value of S²   8.756
Energy above the lowest of the compared OMol25 structures with the same formula, charge and spin   8.4 kcal/mol
E_LUMO (alpha / beta)   1.4559 / 1.4555 eV
Charge   -1

=====

[4]
The following is a DFT calculation (ωB97M-V/def2-TZVPD) of 7 unconnected molecules or ions with the total composition C31H62NO27S6 in a non-equilibrium geometry.

Last column: Mulliken charge in e.
Element x y z (Å)
C1 -1.891384 -0.377010 -2.991459  -0.7820
C2 -2.277689 -0.658657 -1.511120  -0.6961
C3 -1.189065 -1.485751 -0.812397  0.3247
C4 -1.331732 -2.978704 -1.093004  -0.5918
C5 -0.743188 -3.911361 -0.029981  -1.3627
C6 0.770369 -3.817308 0.167646  -0.1629
C7 1.239158 -2.586135 0.970292  0.0602
C8 2.697561 -2.756460 1.487072  -0.6554
C9 3.638942 -1.536054 1.230393  -0.5321
C10 5.005020 -1.928271 0.658392  -1.1162
C11 4.998607 -2.413087 -0.819484  -0.8105
C12 3.805437 -1.954662 -1.658943  0.9390
C13 3.909663 -2.488692 -3.127707  0.2078
N1 4.238628 -1.388681 -4.062380  -0.1640
C14 3.263162 -1.212926 -5.135562  -0.2875
C15 3.751577 -0.112370 -6.119012  -1.0489
C16 3.291981 1.324683 -5.861524  -0.8297
C17 3.679636 1.969969 -4.534389  -0.4371
O1 2.567619 1.925053 -3.648196  -0.3054
C18 2.827120 2.713594 -2.502333  -0.5284
C19 2.576842 -3.203218 -3.435068  0.0357
O2 1.474220 -2.646777 -3.185485  -0.5613
O3 2.685255 -4.380720 -3.904089  -0.8699
H1 -0.805550 -0.433999 -3.047699  0.1004
H2 -2.299395 -1.144932 -3.644594  0.3083
H3 -2.243764 0.604837 -3.304981  0.1816
H4 -3.198275 -1.245483 -1.508443  0.3702
H5 -2.431841 0.286160 -0.990515  0.2492
H6 -0.206520 -1.096592 -1.064884  0.0033
H7 -1.348845 -1.332924 0.262706  0.2032
H8 -0.960277 -3.229680 -2.083147  0.1854
H9 -2.412210 -3.182722 -1.134183  0.4440
H10 -1.297016 -3.789628 0.906213  0.3047
H11 -0.951226 -4.929799 -0.376989  0.3945
H12 1.333740 -3.898625 -0.758981  0.0601
H13 1.061516 -4.675495 0.779870  0.2923
H14 1.220844 -1.699422 0.348771  -0.2039
H15 0.577692 -2.459273 1.829650  0.6597
H16 2.632055 -2.886986 2.563477  0.1168
H17 3.146446 -3.661148 1.073215  0.4618
H18 3.187950 -0.759098 0.622671  0.0866
H19 3.810289 -1.078382 2.212078  0.4557
H20 5.644118 -1.039127 0.706997  0.4305
H21 5.502340 -2.681692 1.275073  0.2964
H22 5.904451 -2.059085 -1.321576  0.3584
H23 5.048214 -3.504646 -0.814633  0.3999
H24 3.744444 -0.870455 -1.737013  -0.0614
H25 2.903022 -2.373273 -1.231301  -0.8271
H26 4.690894 -3.247742 -3.096381  0.3054
H27 5.156458 -1.538354 -4.459147  0.3090
H28 2.343948 -0.843408 -4.690504  0.1077
H29 3.118512 -2.104384 -5.751284  0.4403
H30 3.309679 -0.402093 -7.076586  0.3770
H31 4.837881 -0.197442 -6.213950  0.3602
H32 2.205096 1.361089 -5.931469  0.2608
H33 3.692762 1.939419 -6.672238  0.4158
H34 3.870340 3.037022 -4.717397  0.5433
H35 4.561597 1.508723 -4.082779  0.3139
H36 3.004688 2.089112 -1.629445  0.1702
H37 1.976626 3.348625 -2.248618  0.0240
H38 3.733034 3.311043 -2.639123  0.3910
C20 1.229275 3.678982 3.330083  -0.3580
C21 1.307276 5.018613 2.629003  -0.3810
O4 1.601666 4.698556 1.268121  -0.2936
S1 0.907651 3.287132 0.901029  0.6421
O5 -0.319582 3.550131 0.248888  -0.3457
O6 1.895878 2.438613 0.347789  -0.4012
O7 0.587838 2.806003 2.397637  -0.0512
H39 2.225502 3.282559 3.541748  0.2578
H40 0.656340 3.726330 4.250055  0.3147
H41 2.080146 5.662274 3.042038  0.3657
H42 0.345601 5.538317 2.658583  0.2517
C22 -4.775631 5.114973 -3.191671  -0.1581
C23 -4.273567 3.695754 -3.065169  -0.2657
O8 -5.306942 3.017150 -2.330364  -0.2053
S2 -6.727144 3.645923 -2.700410  1.0193
O9 -7.347096 2.840739 -3.690472  -0.5534
O10 -7.393417 3.989139 -1.497055  -0.5557
O11 -6.196750 4.980937 -3.402748  -0.3504
H43 -4.620067 5.672479 -2.276206  0.2905
H44 -4.319277 5.646392 -4.020825  0.3342
H45 -3.325144 3.633570 -2.541279  0.2995
H46 -4.180698 3.213988 -4.041059  0.1744
C24 0.014346 8.555996 -1.668116  -0.3851
C25 0.545563 7.145708 -1.546649  -0.3795
O12 -0.468965 6.442515 -0.822177  -0.1586
S3 -1.902256 7.042238 -1.183892  1.0759
O13 -2.506531 6.234403 -2.182009  -0.5252
O14 -2.573155 7.369133 0.017110  -0.6102
O15 -1.392492 8.396734 -1.881540  -0.3421
H47 0.157851 9.117696 -0.742322  0.2983
H48 0.464154 9.100226 -2.494246  0.3246
H49 1.493154 7.097580 -1.017534  0.3152
H50 0.652963 6.673386 -2.525652  0.3027
C26 -3.631691 0.202027 4.404217  -0.1051
C27 -4.232262 1.525992 4.821921  -0.4425
O16 -3.164760 2.472281 4.651027  -0.3785
S4 -2.245167 2.010994 3.410436  1.3156
O17 -2.642210 2.727743 2.257873  -0.5378
O18 -0.896362 1.971614 3.836222  -0.5972
O19 -2.793662 0.517967 3.289714  -0.2544
H51 -3.007519 -0.220536 5.194762  0.2787
H52 -4.386407 -0.523271 4.114867  0.0738
H53 -4.579763 1.520993 5.850931  0.3189
H54 -5.053452 1.816537 4.163181  0.3369
C28 3.954025 -5.603552 5.657860  -0.3188
C29 3.743303 -6.874605 4.864079  -0.3383
O20 2.340397 -6.894102 4.584582  -0.3252
S5 1.806949 -5.386814 4.410928  1.0425
O21 1.764321 -5.072314 3.035648  -0.3758
O22 0.692311 -5.209156 5.266939  -0.6164
O23 3.081226 -4.647458 5.054049  -0.3264
H55 3.654150 -5.731625 6.700798  0.2747
H56 4.982368 -5.253904 5.617528  0.3144
H57 4.033917 -7.764699 5.415478  0.3201
H58 4.280213 -6.844340 3.913226  0.2779
C30 -5.535562 -4.501661 3.398521  -0.2752
C31 -6.885998 -3.970678 2.971851  -0.3378
O24 -7.545763 -3.635896 4.204329  -0.3220
S6 -6.459248 -3.145481 5.272292  1.0899
O25 -6.419232 -1.727632 5.267247  -0.5147
O26 -6.634249 -3.885842 6.465032  -0.5597
O27 -5.157754 -3.674364 4.507640  -0.2540
H59 -5.603494 -5.533315 3.748754  0.2794
H60 -4.793629 -4.437057 2.607308  0.2954
H61 -7.466243 -4.700361 2.415046  0.3150
H62 -6.786702 -3.058248 2.380495  0.2854

Forces on atoms 1 to 6 (eV/Å):
C -0.0753 -0.2248 0.8330
C 0.6117 -0.1421 -0.9631
C -0.8849 0.1351 0.5499
C -0.3552 0.0219 0.0914
C 0.2536 -0.1521 -1.0693
C -0.0469 0.1309 1.1640

Computed properties:
HOMO-LUMO gap   0.2033 Eh
E_LUMO   1.5176 eV
Charge   -1

=====

Quick rundown of electronic energy, same order as above: -1831.2102 -1508.0648 -4314.5971 -5693.6127 Ha